Record 1
One molecule with the formula C4H6BNO3 at a distorted geometry. Source: the OMol25 dataset; level of theory: ωB97M-V with the def2-TZVPD basis set.

```
15
C4H6BNO3 | the OMol25 dataset | ωB97M-V with the def2-TZVPD basis set
O -2.23561 -0.02974 -0.07638
O -0.12140 2.03544 -1.64506
O -1.29555 1.23865 1.70744
N 0.55072 -0.86785 1.10630
C 1.24415 0.43079 -0.79234
C 0.35498 0.11467 0.16866
C 1.08261 1.48904 -1.69447
C -1.10953 2.02826 -0.85711
B -1.09723 0.66162 0.41496
H -0.24173 -1.00158 1.67098
H -1.96654 -0.87435 -0.53672
H -2.18652 1.44972 1.82938
H 1.39032 -1.37959 1.14714
H 1.63518 1.51602 -2.58017
H 2.25105 0.05955 -0.77013
```

Largest force on an atom = 4.1 eV/A
Relative energy (zero: lowest compared OMol25 entry of this formula, charge and spin) = 127.2 kcal/mol
Total charge = 0
Orbital gap (alpha / beta) = 6.88 / 7.18 eV
DFT total energy = -461.241889 Eh
E_LUMO (alpha / beta) = -0.24 / -0.78 eV
Multiplicity = 1

Atom charges from the Mulliken analysis, given in e for atoms 1 to 6:
1 O -0.646
2 O -0.215
3 O -0.595
4 N -0.386
5 C -0.372
6 C 0.520

Record 2
An isolated ion of composition C4H9BrNS and charge +1 at a distorted geometry. Source: the OMol25 dataset; level of theory: ωB97M-V with the def2-TZVPD basis set.

```
16
C4H9BrNS | the OMol25 dataset | ωB97M-V with the def2-TZVPD basis set
Br -3.04823 0.53390 -0.08623
S -0.90908 -2.83078 -0.04049
N -0.23394 0.52343 0.14955
C 0.24205 1.87979 -0.18985
C 0.42009 -1.83295 0.71887
C 0.80750 -0.55025 -0.05855
C -1.36501 0.08806 -0.68256
H 0.95977 -0.64063 -1.07261
H 0.90580 2.14897 0.49741
H 0.58597 1.76636 -1.23112
H 1.39328 -2.31836 0.82899
H 1.88540 -0.39763 0.33247
H 0.32222 -1.46217 1.78844
H -1.00850 0.23541 -1.75159
H -0.39908 0.37942 1.08322
H -0.55825 2.47741 -0.28595
```

Largest force on an atom = 4.9 eV/A
Relative energy (zero: lowest compared OMol25 entry of this formula, charge and spin) = 97.6 kcal/mol
Total charge = +1
Orbital gap (alpha / beta) = 6.09 / 6.17 eV
DFT total energy = -3184.330548 Eh
E_LUMO (alpha / beta) = -6.71 / -6.72 eV
Multiplicity = 1

Atom charges from the Mulliken analysis, given in e for atoms 1 to 6:
1 Br 0.079
2 S 0.007
3 N -0.085
4 C -0.903
5 C -0.520
6 C -0.773

Record 3
A 2-piece molecular cluster, C3H8ClN2 overall at a distorted geometry. Source: the OMol25 dataset; level of theory: ωB97M-V with the def2-TZVPD basis set.

```
14
C3H8ClN2 | the OMol25 dataset | ωB97M-V with the def2-TZVPD basis set
Cl -2.37836 0.35207 -0.19540
N -0.92640 -2.06033 -0.84788
N -0.36742 -1.25043 -0.09265
C 0.52967 2.69371 -0.24910
C -0.82881 -0.09977 0.38181
C 0.93938 -1.68362 0.39807
H -0.43078 0.34393 1.29361
H 0.47136 3.20686 0.69023
H 1.06680 -2.63898 0.14084
H -1.75691 -1.67513 -1.21779
H 1.05503 -1.49458 1.41024
H 1.77393 -1.16318 -0.17826
H 1.27774 3.09327 -0.93864
H -0.42525 2.37618 -0.59506
```

Largest force on an atom = 4.3 eV/A
Relative energy (zero: lowest compared OMol25 entry of this formula, charge and spin) = 137.7 kcal/mol
Total charge = +1
Orbital gap (alpha / beta) = 5.76 / 9.89 eV
DFT total energy = -688.343031 Eh
E_LUMO (alpha / beta) = -7.41 / -5.21 eV
Multiplicity = 1

Atom charges from the Mulliken analysis, given in e for atoms 1 to 6:
1 Cl -0.084
2 N -0.635
3 N 0.626
4 C -0.767
5 C 0.126
6 C -0.848

Record 4
A 2-piece molecular cluster, C13H24O5 overall at a distorted geometry. Source: the OMol25 dataset; level of theory: ωB97M-V with the def2-TZVPD basis set.

```
42
C13H24O5 | the OMol25 dataset | ωB97M-V with the def2-TZVPD basis set
O 0.09971 0.09763 1.36231
O 0.17010 -1.61641 -0.07601
O 6.38407 -0.90702 1.62081
O 4.92206 0.46987 2.51145
O 0.38079 -1.92108 2.13596
C -1.50667 1.41343 -2.08667
C 3.35068 -2.10260 1.42583
C 4.09917 -0.91197 0.82344
C -4.60766 1.38260 -2.41683
C 1.37299 -1.17701 2.82462
C 0.19588 -1.20065 0.97715
C -1.04148 0.55247 -3.25727
C -3.78932 0.25108 -1.79560
C 1.24153 0.24520 2.24476
C -5.05635 2.42979 -1.40175
C -2.47121 0.68661 -1.15158
C 5.13638 -0.37159 1.74397
C 2.72645 -1.86055 2.81323
H -0.63123 1.72052 -1.50795
H -5.65412 3.20299 -1.88747
H -4.20647 2.92272 -0.92764
H -4.04273 1.86648 -3.21817
H 4.08779 -2.88992 1.56812
H -3.58918 -0.50233 -2.56264
H -5.49417 0.95009 -2.88896
H 0.88332 0.96068 2.97384
H -4.39727 -0.25032 -1.03549
H 1.14765 -1.06878 3.88570
H -2.67966 1.32921 -0.29124
H 4.62071 -1.25559 -0.06566
H -1.96156 2.33340 -2.46460
H 2.60227 -2.51163 0.75636
H -0.53835 -0.34770 -2.89830
H 3.42537 -1.37158 3.48114
H 2.09909 0.69741 1.76282
H -1.87545 0.24848 -3.89210
H -0.33871 1.10500 -3.88370
H -1.97207 -0.19900 -0.74894
H 2.56394 -2.84630 3.23972
H 6.59632 -1.38650 2.43052
H 3.41515 -0.14136 0.49672
H -5.66775 1.97422 -0.61994
```

Largest force on an atom = 5.6 eV/A
Relative energy (zero: lowest compared OMol25 entry of this formula, charge and spin) = 0.0 kcal/mol
Total charge = 0
Orbital gap = 11.03 eV
DFT total energy = -885.931808 Eh
E_LUMO = 0.44 eV
SMILES = O=C(O)CCC[C@H]1COC(=O)O1.CCCCCC
Multiplicity = 1

Atom charges from the Mulliken analysis, given in e for atoms 1 to 6:
1 O -0.349
2 O -0.405
3 O -0.499
4 O -0.443
5 O -0.422
6 C -0.464

Look up the relative energy (zero: lowest compared OMol25 entry of this formula, charge and spin) of the fourth one. 0.0 kcal/mol

What is the DFT total energy in the fourth record? -885.931808 Eh